DFT (the ωB97M-V functional and the def2-TZVPD basis) results for C7H10NPS2 in the gas phase in a non-equilibrium geometry.

```
21
Properties=species:S:1:pos:R:3:mulliken_charge:R:1
C 0.420 4.151 1.699 0.07
C -0.061 3.135 1.240 -0.83
C -0.980 0.893 1.298 -0.81
C -0.554 1.962 0.599 0.69
C -1.743 -0.134 0.541 -0.61
C 0.838 -2.447 -1.606 -0.89
C 1.549 -0.942 0.174 -0.76
N 0.565 -1.136 -0.958 0.03
P -0.828 -0.293 -1.073 0.40
S -1.851 -0.998 -2.587 -0.45
S -0.369 1.762 -1.155 -0.17
H 0.751 5.079 1.923 0.53
H -0.942 0.991 2.408 0.32
H -1.845 -1.134 0.957 0.38
H -2.781 0.218 0.433 0.35
H -0.130 -2.781 -2.082 0.28
H 1.719 -2.353 -2.313 0.29
H 1.100 -3.251 -0.876 0.31
H 1.207 0.076 0.592 0.25
H 1.381 -1.583 1.056 0.28
H 2.555 -1.215 -0.271 0.33
```

HOMO = -8.5 eV
Energy = -39868.451 eV
Energy above the lowest of the compared OMol25 structures with the same formula, charge and spin = 2.281 eV
Spin multiplicity = 1
Charge = 0
Lowest unoccupied orbital energy = 0.24 eV
Frontier orbital gap = 0.321 hartree
SMILES = C#CC1=CC[P@](=S)(N(C)C)S1